Record 1
DFT (ωB97M-V with the def2-TZVPD basis set) results for 5 unconnected molecules or ions with the total composition C31H45Cl4F4N2O14 in a non-equilibrium geometry.

Geometry as ORCA input:
```
! wB97M-V def2-TZVPD RIJCOSX def2/J DEFGRID3
* xyz 1 1
C 1.702 -3.719 4.221
C 1.174 -3.241 2.707
C 0.002 -2.102 2.780
Cl -1.638 -3.000 3.006
C -0.158 -1.211 1.368
O -0.262 -2.192 0.298
C 0.928 -2.299 -0.540
C 1.266 -0.831 -1.168
C 0.157 -0.165 -2.144
Cl 1.033 0.277 -3.770
C -1.064 -1.168 -2.641
C -2.468 -1.003 -1.817
N 1.767 0.059 -0.009
C 2.037 1.490 -0.429
C 3.262 2.250 0.335
C 4.746 1.596 0.179
C 5.081 0.894 -1.258
N 5.440 1.864 -2.361
C 4.633 1.497 -3.586
C 4.722 -0.019 -4.274
O 3.809 2.421 -4.087
C 1.074 -0.142 1.296
C 0.599 1.188 2.133
Cl 1.526 1.676 3.713
C -0.529 2.096 1.815
C -1.457 1.893 0.507
Cl -0.958 3.549 2.942
H 0.956 -4.447 4.753
H 2.806 -4.171 4.173
H 1.815 -2.733 4.884
H 0.866 -4.194 2.080
H 2.150 -2.792 2.188
H 0.248 -1.398 3.697
H -1.239 -0.718 1.495
H 1.907 -2.663 0.026
H 0.731 -3.136 -1.369
H 2.232 -1.011 -1.851
H -0.293 0.854 -1.815
H -1.324 -0.827 -3.757
H -0.710 -2.301 -2.775
H -2.385 -1.030 -0.654
H -3.107 -0.057 -2.160
H -3.144 -1.941 -2.120
H 2.756 -0.327 0.122
H 1.118 2.202 -0.422
H 2.372 1.428 -1.574
H 3.326 3.341 -0.149
H 3.090 2.446 1.488
H 5.573 2.394 0.479
H 4.834 0.744 1.011
H 6.046 0.214 -1.084
H 4.216 0.137 -1.532
H 5.216 2.814 -1.992
H 4.072 0.024 -5.246
H 4.204 -0.780 -3.519
H 5.828 -0.368 -4.430
H 1.885 -0.631 2.037
H -2.583 2.182 0.720
H -1.454 0.853 -0.002
H -1.087 2.696 -0.308
C -3.534 -1.653 5.874
C -4.603 -1.023 6.700
O -4.780 -1.936 7.760
C -3.566 -2.534 7.920
O -3.244 -3.177 8.905
O -2.750 -2.320 6.843
F -5.762 -0.943 6.010
H -3.926 -2.384 5.159
H -2.940 -0.914 5.330
H -4.339 -0.039 7.102
C 6.116 5.536 -3.146
C 5.293 6.377 -2.231
O 6.096 7.515 -2.017
C 6.839 7.643 -3.151
O 7.449 8.654 -3.459
O 6.813 6.503 -3.906
F 5.106 5.757 -1.044
H 6.836 4.908 -2.611
H 5.504 4.898 -3.789
H 4.327 6.681 -2.649
C -3.719 -5.285 0.870
C -5.130 -5.659 0.569
O -5.597 -4.582 -0.211
C -4.494 -4.103 -0.851
O -4.532 -3.356 -1.815
O -3.338 -4.568 -0.287
F -5.866 -5.716 1.701
H -3.631 -4.633 1.746
H -3.079 -6.159 1.018
H -5.236 -6.593 0.007
C -7.141 2.055 -3.472
C -6.695 0.661 -3.758
O -5.290 0.742 -3.677
C -5.043 1.746 -2.789
O -3.965 1.933 -2.251
O -6.154 2.513 -2.570
F -7.029 0.297 -5.016
H -7.142 2.691 -4.363
H -8.134 2.088 -3.016
H -7.063 -0.083 -3.044
*
```

Computed properties:
Highest occupied orbital energy: -12.4 eV
LUMO: -3.27 eV
Frontier orbital gap: 9.16 eV



Record 2
DFT (ωB97M-V with the def2-TZVPD basis set) results for a molecular structure, C31H45ClN6O4PS2Y.

Geometry as ORCA input:
```
! wB97M-V def2-TZVPD RIJCOSX def2/J DEFGRID3
* xyz 0 1
Y 0.089 0.201 0.205
C 0.758 -2.673 3.687
C 0.527 -2.160 2.300
N -0.476 -1.420 1.986
N -1.445 -1.256 2.995
C -1.599 -0.011 3.322
N -2.596 0.257 4.237
S -0.684 1.335 2.706
C 1.482 -2.513 1.202
C 2.269 -3.616 1.361
C 3.273 -3.857 0.342
C 3.172 -3.223 -0.827
C 1.939 -2.403 -1.097
N 1.463 -1.713 0.099
H 0.302 -2.010 4.415
H 0.305 -3.659 3.815
H 1.826 -2.767 3.872
H -2.888 -0.539 4.781
H -2.531 1.134 4.726
H 2.248 -4.187 2.275
H 4.113 -4.510 0.548
H 3.915 -3.352 -1.603
H 1.139 -3.081 -1.475
Cl 5.061 -1.140 -3.379
C 3.725 -1.958 -4.158
C 3.963 -2.539 -5.395
C 2.939 -3.202 -6.046
C 1.681 -3.273 -5.459
C 1.466 -2.677 -4.230
C 2.481 -2.008 -3.542
C 2.166 -1.389 -2.211
H 4.947 -2.464 -5.835
H 3.119 -3.656 -7.010
H 0.872 -3.784 -5.961
H 0.481 -2.711 -3.778
H 1.233 -0.833 -2.337
H 2.939 -0.686 -1.898
C -7.792 2.937 1.003
C -6.446 2.558 0.451
C -5.845 1.358 0.781
C -4.595 0.995 0.279
C -4.018 -0.342 0.660
C -3.946 1.863 -0.586
C -4.534 3.085 -0.947
C -3.829 4.053 -1.860
C -5.769 3.415 -0.417
C -2.593 1.522 -1.155
O -2.485 1.282 -2.363
O -1.617 1.547 -0.326
H -8.101 2.253 1.792
H -8.560 2.917 0.228
H -7.778 3.945 1.418
H -6.352 0.680 1.458
H -4.140 -0.530 1.726
H -2.952 -0.417 0.449
H -4.523 -1.148 0.119
H -2.898 4.409 -1.412
H -4.455 4.924 -2.052
H -3.574 3.587 -2.810
H -6.217 4.366 -0.684
C 0.771 4.140 1.850
S 2.218 3.191 1.424
C 2.705 2.682 3.054
O 1.733 1.928 0.758
H 1.117 5.135 2.124
H 0.202 3.672 2.649
H 0.158 4.194 0.951
H 2.908 3.577 3.640
H 3.609 2.087 2.951
H 1.893 2.095 3.484
N -2.029 -3.240 -1.122
C -1.981 -1.973 -1.589
N -2.876 -1.566 -2.505
O -1.091 -1.206 -1.194
H -2.801 -3.853 -1.308
H -1.380 -3.471 -0.387
H -3.664 -2.141 -2.743
H -2.920 -0.557 -2.659
C 0.339 3.515 -2.099
P 0.984 1.813 -2.201
C 0.442 1.352 -3.885
C 2.763 2.125 -2.476
H 0.639 4.083 -2.983
H 0.725 4.027 -1.216
H -0.747 3.485 -2.035
H 0.680 2.143 -4.599
H -0.635 1.183 -3.871
H 0.943 0.440 -4.209
H 2.904 2.916 -3.214
H 3.245 1.221 -2.846
H 3.250 2.408 -1.543
*
```

Computed properties:
Highest occupied orbital energy: -6.4 eV
ΔE to the lowest compared entry with this formula, charge and spin: 10.4 kcal/mol
LUMO: 0.33 eV
Frontier orbital gap: 6.75 eV



Record 3
DFT (ωB97M-V with the def2-TZVPD basis set) results for a molecular structure, C31H46BrI2NO2SbSe4Si2TeW in a non-equilibrium geometry.

Geometry as ORCA input:
```
! wB97M-V def2-TZVPD RIJCOSX def2/J DEFGRID3
* xyz 1 1
W -0.289 -0.200 -0.834
I 2.401 2.855 -2.771
C 3.249 1.662 -1.297
C 4.652 1.544 -1.233
C 5.246 0.788 -0.264
I 7.327 0.700 -0.228
C 4.458 0.089 0.690
C 4.984 -0.743 1.706
C 4.137 -1.399 2.548
C 2.750 -1.216 2.391
N 2.215 -0.447 1.478
C 3.049 0.196 0.620
C 2.454 1.005 -0.393
O 1.117 1.098 -0.430
H 5.252 2.061 -1.969
H 6.055 -0.852 1.801
H 4.511 -2.045 3.329
H 2.062 -1.735 3.049
C -0.691 7.558 -2.812
C -1.215 6.402 -3.662
C -0.337 6.284 -4.916
C -2.662 6.709 -4.073
C -1.195 5.079 -2.902
C -0.778 4.973 -1.588
C -0.810 3.749 -0.934
Br -0.071 3.759 0.811
C -1.273 2.605 -1.555
O -1.369 1.401 -0.879
C -1.640 2.672 -2.906
C -1.602 3.903 -3.537
C -2.012 1.400 -3.647
C -2.354 1.650 -5.121
C -3.266 0.755 -3.027
C -0.794 0.459 -3.646
H -0.731 8.480 -3.393
H 0.347 7.403 -2.510
H -1.297 7.709 -1.915
H -0.348 7.226 -5.467
H -0.689 5.503 -5.591
H 0.699 6.063 -4.646
H -2.709 7.670 -4.588
H -3.313 6.758 -3.198
H -3.059 5.948 -4.748
H -0.400 5.830 -1.050
H -1.901 3.960 -4.573
H -3.262 2.245 -5.229
H -2.533 0.686 -5.600
H -1.540 2.141 -5.657
H -4.038 1.514 -2.888
H -3.087 0.287 -2.061
H -3.652 -0.022 -3.685
H -0.162 0.638 -4.521
H -1.093 -0.589 -3.683
H -0.023 0.647 -2.850
Se -1.573 -4.609 -0.489
Sb -1.562 -2.539 -1.585
Se -1.170 -1.334 1.142
Se 1.322 -1.690 -1.630
Se -2.462 -2.836 -3.789
C -1.809 -1.800 6.697
Si -1.186 -1.949 4.946
C 0.490 -2.768 4.903
C -2.369 -2.998 3.956
C -0.987 -0.099 4.460
Te -0.619 0.729 2.527
C -2.494 1.711 2.452
Si -4.257 0.984 2.280
C -4.740 0.266 3.932
C -4.439 -0.254 0.892
C -5.264 2.498 1.871
H -1.895 -2.792 7.148
H -2.797 -1.334 6.735
H -1.135 -1.212 7.322
H 0.443 -3.687 5.493
H 1.280 -2.147 5.331
H 0.774 -3.061 3.890
H -2.406 -3.956 4.487
H -2.045 -3.224 2.943
H -3.391 -2.621 3.918
H -0.148 0.264 5.062
H -1.873 0.444 4.794
H -2.370 2.474 1.678
H -2.472 2.257 3.404
H -4.126 -0.596 4.195
H -5.780 -0.070 3.915
H -4.650 1.006 4.731
H -4.275 -1.285 1.206
H -3.756 -0.029 0.070
H -5.454 -0.183 0.492
H -5.196 3.264 2.647
H -6.317 2.231 1.762
H -4.933 2.940 0.929
*
```

Computed properties:
Highest occupied orbital energy: -9.9 eV
ΔE to the lowest compared entry with this formula, charge and spin: 70.9 kcal/mol
LUMO: -5.30 eV
Frontier orbital gap: 4.61 eV



Record 4
DFT (ωB97M-V with the def2-TZVPD basis set) results for a molecular structure, C31H46BrIrN3OP2 in a non-equilibrium geometry.

Geometry as ORCA input:
```
! wB97M-V def2-TZVPD RIJCOSX def2/J DEFGRID3
* xyz 4 6
N 2.944 -6.390 -4.522
C 3.868 -5.434 -4.405
C 3.566 -4.161 -3.903
C 2.239 -3.865 -3.501
C 1.284 -4.895 -3.645
C 1.685 -6.133 -4.175
C 1.951 -2.602 -2.835
Ir 0.292 -0.140 -0.637
P -1.781 1.166 4.360
C 0.981 -2.449 -1.896
C 1.400 -1.804 -0.649
C 0.488 -1.912 0.468
C 1.113 -1.899 1.782
C 2.425 -1.480 1.946
C 3.266 -1.240 0.820
C 2.728 -1.258 -0.456
Br 3.009 -0.747 3.553
H 2.679 -1.815 -3.018
H 0.035 -2.978 -1.966
H 4.364 -3.428 -3.729
H 0.262 -4.746 -3.304
H 4.898 -5.660 -4.698
H 0.957 -6.935 -4.302
H -0.343 -2.600 0.293
H 3.231 -0.883 -1.360
H 0.513 -2.178 2.634
H 4.303 -0.991 0.988
P -1.718 0.223 -1.363
C -0.188 0.453 4.914
C -0.301 -0.025 6.364
H 0.584 1.232 4.852
H 0.076 -0.363 4.227
H 0.685 -0.331 6.736
H -0.661 0.789 7.009
H -0.985 -0.879 6.468
C -2.705 -0.258 3.688
C -3.993 -0.531 4.484
H -2.046 -1.137 3.715
H -2.944 -0.025 2.641
H -4.447 -1.473 4.157
H -3.815 -0.606 5.564
H -4.727 0.265 4.318
C -1.379 2.364 3.050
C -1.530 3.792 3.615
H -2.088 2.227 2.215
H -0.366 2.112 2.700
H -1.755 4.504 2.819
H -2.368 3.831 4.324
H -0.633 4.136 4.136
C -2.348 1.964 -1.198
C -3.246 2.576 -2.275
H -1.473 2.618 -1.084
H -2.862 1.985 -0.225
H -2.686 2.839 -3.184
H -4.076 1.917 -2.550
H -3.665 3.507 -1.866
C -2.715 -0.726 -0.122
C -3.419 -1.999 -0.579
H -3.409 0.005 0.313
H -1.969 -0.991 0.648
H -4.119 -1.824 -1.407
H -2.699 -2.776 -0.877
H -3.995 -2.397 0.270
C -2.173 -0.342 -3.027
C -1.001 -0.284 -4.019
H -3.000 0.295 -3.403
H -2.567 -1.378 -2.944
H -1.055 -1.169 -4.669
H -1.075 0.613 -4.649
H -0.007 -0.285 -3.540
N 4.806 4.570 -0.112
C 4.077 3.425 0.083
O 4.515 2.441 0.675
C 2.720 3.411 -0.541
C 2.227 4.364 -1.447
C 1.122 4.010 -2.211
C 0.605 2.699 -2.124
N 0.955 1.853 -1.123
C 1.961 2.247 -0.306
H 5.685 4.615 0.374
H 4.406 5.422 -0.476
H 2.709 5.329 -1.595
H 0.685 4.698 -2.940
H -0.140 2.370 -2.866
H 2.172 1.558 0.520
*
```

Computed properties:
⟨S²⟩: 8.86
Highest occupied orbital energy (alpha / beta): -17.3 / -18.9 eV
ΔE to the lowest compared entry with this formula, charge and spin: 45.9 kcal/mol
LUMO (alpha / beta): -12.15 / -14.21 eV
Frontier orbital gap (alpha / beta): 5.17 / 4.64 eV



Record 5
DFT (ωB97M-V with the def2-TZVPD basis set) results for a molecular structure, C31H46CeCl2N5O2S3Si in a non-equilibrium geometry.

Geometry as ORCA input:
```
! wB97M-V def2-TZVPD RIJCOSX def2/J DEFGRID3
* xyz 0 2
Ce 1.144 -0.630 0.346
C 3.900 -2.251 1.682
N 2.681 -2.800 1.047
C 2.130 -3.748 1.962
C 2.982 -3.388 -0.262
C 1.719 -3.632 -1.134
N 1.395 -2.460 -1.849
C 0.031 -2.499 -2.418
C 2.298 -2.235 -2.955
H 4.578 -2.982 2.223
H 3.663 -1.512 2.435
H 4.414 -1.734 0.855
H 2.816 -4.563 2.088
H 1.116 -4.091 1.736
H 2.083 -3.410 3.043
H 3.490 -4.315 -0.169
H 3.657 -2.724 -0.840
H 0.830 -3.995 -0.495
H 1.996 -4.446 -1.863
H -0.095 -3.185 -3.286
H -0.251 -1.474 -2.751
H -0.678 -2.800 -1.684
H 2.439 -3.068 -3.611
H 3.190 -1.857 -2.596
H 1.749 -1.455 -3.478
C -0.140 3.599 -3.572
Si 1.684 3.916 -3.387
C 2.832 3.084 -4.583
C 1.842 5.815 -3.515
C 2.156 3.362 -1.546
C 2.866 4.209 -0.745
C 3.288 3.786 0.535
C 3.063 2.508 0.977
N 2.441 1.632 0.148
C 1.950 2.032 -1.010
S 1.105 0.816 -1.944
H -0.278 2.692 -4.061
H -0.665 4.274 -4.261
H -0.736 3.570 -2.682
H 3.122 3.862 -5.311
H 2.561 2.133 -5.003
H 3.724 2.895 -3.964
H 1.362 6.327 -4.354
H 2.909 6.071 -3.561
H 1.463 6.322 -2.640
H 3.214 5.176 -1.086
H 3.765 4.484 1.218
H 3.455 2.110 1.855
O 2.050 0.550 4.172
S 0.692 0.239 3.552
O 0.590 0.767 2.186
N 0.447 -1.332 3.450
C -0.607 -1.795 4.160
S -1.083 -3.359 4.416
C -1.457 -0.608 4.682
C -2.698 -0.556 5.278
C -3.344 0.694 5.436
C -2.600 1.886 5.425
C -1.227 1.851 4.998
C -0.769 0.625 4.551
H -3.317 -1.400 5.531
H -4.342 0.784 5.803
H -3.043 2.853 5.722
H -0.601 2.690 4.988
Cl -2.452 -4.989 -2.250
C -3.461 -3.517 -2.484
Cl -5.199 -3.825 -2.032
H -3.527 -3.234 -3.538
H -3.196 -2.631 -1.891
C -1.840 2.344 0.144
N -2.886 1.869 -0.779
C -4.149 1.930 -0.108
C -2.596 0.560 -1.420
C -2.499 -0.633 -0.474
C -3.700 -1.241 -0.011
C -3.629 -2.301 0.939
C -2.392 -2.742 1.420
C -1.256 -2.140 0.892
C -1.246 -1.037 0.047
H -2.093 3.406 0.196
H -0.864 2.069 -0.217
H -1.954 1.824 1.131
H -4.398 2.935 0.207
H -4.120 1.319 0.777
H -4.929 1.567 -0.729
H -1.572 0.696 -1.896
H -3.287 0.390 -2.234
H -4.643 -0.936 -0.275
H -4.478 -2.868 1.302
H -2.268 -3.610 2.096
H -0.319 -2.511 1.302
*
```

Computed properties:
⟨S²⟩: 0.75
Highest occupied orbital energy (alpha / beta): -7.7 / -7.7 eV
ΔE to the lowest compared entry with this formula, charge and spin: 47.4 kcal/mol
LUMO (alpha / beta): -0.04 / -0.04 eV
Frontier orbital gap (alpha / beta): 7.66 / 7.66 eV